Formula: C5H14N
Source: the OMol25 dataset
Level of theory: ωB97M-V/def2-TZVPD

Summary:
Molar mass ... 88.17 g/mol
DFT total energy ... -6894.447 eV
Orbital gap ... 9.57 eV
Total charge ... +1
Energy above the lowest of the compared OMol25 structures with the same formula, charge and spin ... 1.415 eV
HOMO energy ... -14.95 eV

Last column: Löwdin charge in e.
Cartesian coordinates (Å):
H  -0.017  2.170  -0.765  0.13
C  1.077  -1.104  0.327  -0.34
H  1.301  0.998  0.908  0.04
H  1.575  -3.167  -0.172  0.07
H  0.187  0.713  -1.951  0.12
H  -2.505  2.460  0.115  0.11
H  -2.077  0.906  0.906  0.11
H  2.756  0.045  1.051  0.08
H  1.239  -0.891  -0.733  0.08
H  -1.980  0.211  -1.688  0.18
H  2.752  -2.368  0.820  0.08
C  -0.423  1.307  -1.288  0.16
N  -1.648  1.001  -1.142  0.02
C  -2.487  1.376  0.019  0.02
H  -3.493  1.029  -0.165  0.10
H  1.507  -0.179  2.241  0.08
H  1.186  -2.927  1.514  0.08
C  1.681  -2.475  0.662  -0.10
H  0.000  -1.204  0.501  0.09
C  1.673  0.008  1.182  -0.11


Formula: C5H14N
Source: the OMol25 dataset
Level of theory: ωB97M-V/def2-TZVPD

Summary:
2S+1 ... 2
Molar mass ... 88.17 g/mol
DFT total energy ... -6880.781 eV
Orbital gap (alpha / beta) ... 13.42 / 6.94 eV
Total charge ... +2
Energy above the lowest of the compared OMol25 structures with the same formula, charge and spin ... 1.268 eV
HOMO energy (alpha / beta) ... -20.64 / -20.68 eV

Last column: Löwdin charge in e.
Cartesian coordinates (Å):
H  -0.844  -0.546  -1.339  0.14
H  1.327  -1.230  1.393  0.15
H  0.951  3.071  -2.326  0.17
H  -0.400  2.262  -0.104  0.11
C  -0.239  0.073  -0.676  0.00
H  1.024  1.380  -2.704  0.12
H  -0.493  0.913  1.390  0.14
C  0.257  -1.086  1.535  -0.09
H  -1.096  -2.758  1.850  0.19
C  0.907  2.073  -1.857  -0.02
C  -0.326  1.778  -1.067  -0.03
H  -1.329  1.947  -1.484  0.15
H  0.396  -3.175  1.680  0.19
C  -0.545  -0.023  0.832  -0.15
H  0.175  -0.936  2.614  0.15
N  -0.279  -2.513  1.268  0.21
H  0.797  -0.237  -0.844  0.11
H  -1.640  -0.161  0.804  0.16
H  -0.430  -2.736  0.282  0.18
H  1.788  1.903  -1.246  0.11


Formula: C5H14N2
Source: the OMol25 dataset
Level of theory: ωB97M-V/def2-TZVPD

Summary:
2S+1 ... 2
Molar mass ... 102.18 g/mol
DFT total energy ... -8389.782 eV
Orbital gap (alpha / beta) ... 2.50 / 8.91 eV
Total charge ... -1
Energy above the lowest of the compared OMol25 structures with the same formula, charge and spin ... 1.204 eV
HOMO energy (alpha / beta) ... 1.43 / -5.13 eV

Last column: Löwdin charge in e.
Cartesian coordinates (Å):
H  -1.190  0.048  1.662  0.09
H  0.400  0.455  1.752  0.09
H  -2.862  1.109  -1.695  0.05
C  -0.230  -0.308  1.272  -0.24
H  -0.332  -1.990  2.760  0.05
C  0.986  0.663  -0.688  -0.49
H  -1.337  1.315  -2.417  0.02
H  0.385  -2.372  1.218  0.06
H  2.506  -0.672  -0.786  0.02
H  0.845  1.640  -0.221  0.06
N  2.341  0.229  -0.330  -0.04
C  -1.794  1.151  -1.446  -0.34
H  -1.644  2.052  -0.834  0.04
H  1.297  -1.418  2.391  0.06
H  0.865  0.866  -1.774  0.03
C  0.308  -1.578  1.964  -0.13
N  -1.468  -0.136  -0.864  -0.09
H  2.929  0.848  -0.900  -0.01
C  -0.129  -0.285  -0.257  -0.40
H  0.242  -1.235  -0.671  0.11
H  -2.117  -0.381  -0.138  0.07


Formula: C5H14N2
Source: the OMol25 dataset
Level of theory: ωB97M-V/def2-TZVPD

Summary:
SMILES string ... CC[C@H](C)NCN
Molar mass ... 102.18 g/mol
DFT total energy ... -8391.635 eV
Orbital gap ... 9.26 eV
Total charge ... 0
Energy above the lowest of the compared OMol25 structures with the same formula, charge and spin ... 0.984 eV
HOMO energy ... -8.09 eV

Last column: Löwdin charge in e.
Cartesian coordinates (Å):
H  1.665  -2.059  0.688  0.06
H  -1.868  1.083  -0.051  0.11
H  1.602  -1.504  -0.968  0.08
H  0.336  -2.511  -0.331  0.08
H  2.790  -0.363  1.988  0.07
C  0.994  -1.674  -0.079  -0.07
H  1.594  1.191  0.547  0.10
N  -0.169  0.265  -0.924  -0.06
C  0.994  0.576  1.209  -0.21
C  1.811  -0.050  2.355  -0.11
C  -1.413  1.038  -1.037  -0.30
H  0.203  1.199  1.603  0.09
H  0.039  -0.185  -1.792  0.09
H  -0.685  -0.779  0.817  0.13
H  1.783  0.653  3.180  0.06
H  -1.136  1.994  -1.438  0.10
C  0.208  -0.424  0.303  -0.42
N  -2.397  0.498  -1.935  0.00
H  -2.398  0.705  -2.915  0.06
H  1.384  -1.006  2.671  0.07
H  -2.911  -0.319  -1.650  0.06


Formula: C5H14N2
Source: the OMol25 dataset
Level of theory: ωB97M-V/def2-TZVPD

Summary:
Molar mass ... 102.18 g/mol
DFT total energy ... -8388.029 eV
Orbital gap ... 9.02 eV
Total charge ... 0
Energy above the lowest of the compared OMol25 structures with the same formula, charge and spin ... 4.590 eV
HOMO energy ... -7.98 eV

Last column: Löwdin charge in e.
Cartesian coordinates (Å):
N  1.914  -1.486  -0.311  0.00
H  -1.708  2.241  0.796  0.06
C  -1.206  -1.523  -0.758  -0.10
H  1.568  0.424  0.479  0.12
H  -2.102  -0.071  0.585  0.11
C  -0.699  2.324  0.385  -0.17
H  -1.109  1.114  -1.291  0.06
H  -0.772  3.248  -0.194  0.06
H  0.229  -0.007  1.768  0.05
H  3.588  -0.337  -0.078  0.06
C  -0.352  1.131  -0.498  -0.21
H  0.486  1.337  -1.169  0.07
H  -2.185  -1.999  -0.834  0.07
C  -1.122  -0.463  0.306  -0.35
H  -0.547  -2.372  -0.574  0.05
H  2.497  -1.976  -1.000  0.05
H  0.003  2.364  1.219  0.06
C  2.513  -0.453  0.148  -0.12
H  0.285  -1.550  1.364  0.07
H  -0.915  -1.201  -1.756  0.07
N  -0.366  -0.744  1.412  -0.01


Formula: C5H14N2
Source: the OMol25 dataset
Level of theory: ωB97M-V/def2-TZVPD

Summary:
SMILES string ... CC(C)NCCN
Molar mass ... 102.18 g/mol
DFT total energy ... -8391.747 eV
Orbital gap ... 9.29 eV
Total charge ... 0
Energy above the lowest of the compared OMol25 structures with the same formula, charge and spin ... 0.872 eV
HOMO energy ... -8.23 eV

Last column: Löwdin charge in e.
Cartesian coordinates (Å):
C  1.417  0.329  0.060  -0.48
H  -0.415  0.796  -1.576  0.11
H  -2.616  0.155  -1.588  0.09
C  -0.583  -0.241  -1.281  -0.24
C  0.887  1.533  0.822  -0.08
H  -1.977  0.643  0.802  0.05
C  -2.080  -0.480  -0.902  -0.27
H  0.366  2.278  0.207  0.07
N  0.391  -0.633  -0.310  -0.07
H  2.870  -1.240  0.358  0.08
H  -2.091  -0.916  1.084  0.06
C  2.473  -0.375  0.882  -0.08
N  -2.450  -0.190  0.470  -0.01
H  3.277  0.315  1.111  0.07
H  0.204  1.266  1.623  0.07
H  2.026  -0.760  1.800  0.08
H  -2.266  -1.531  -1.102  0.10
H  1.881  0.658  -0.876  0.14
H  -0.413  -0.784  -2.226  0.10
H  0.238  -1.312  0.416  0.11
H  1.725  2.122  1.215  0.07


What is the molar mass in the sixth record?
102.18 g/mol